Record 1
# C27H33ClN3NiO2Sb

A structure of composition C27H33ClN3NiO2Sb (ωB97M-V/def2-TZVPD, the OMol25 dataset).

Values from the calculation:
Multiplicity: 1
Energy (hartree): -3572.20338
HOMO energy (alpha / beta) (eV): -7.95 / -7.95
Frontier orbital gap (alpha / beta) (eV): 8.509 / 8.512

The geometry in XYZ format:
```
68
C27H33ClN3NiO2Sb (ωB97M-V/def2-TZVPD)
Ni -0.400 -1.453 0.446
C 1.711 3.234 2.101
C 1.854 3.960 0.790
C 2.814 4.958 0.641
C 2.935 5.682 -0.534
C 2.087 5.416 -1.600
C 1.146 4.408 -1.487
C 1.030 3.679 -0.307
N 0.044 2.661 -0.220
C 0.317 1.329 -0.036
N 1.621 0.993 -0.130
C 2.237 -0.193 0.329
C 1.482 -1.316 0.661
C 2.200 -2.369 1.241
C 3.571 -2.335 1.424
C 4.291 -1.229 0.995
C 3.636 -0.138 0.448
C 4.413 1.076 0.006
N -0.625 0.454 0.159
C -1.967 0.953 0.184
C -2.475 1.536 1.338
C -3.784 1.992 1.374
C -4.589 1.854 0.252
C -4.078 1.263 -0.895
C -2.764 0.809 -0.955
C -2.213 0.172 -2.200
H 1.940 3.904 2.928
H 2.389 2.379 2.169
H 0.699 2.855 2.234
H 3.461 5.186 1.480
H 3.683 6.459 -0.614
H 2.167 5.981 -2.519
H 0.494 4.166 -2.317
H -0.906 2.885 -0.473
H 2.239 1.764 -0.323
H 1.668 -3.252 1.579
H 4.081 -3.174 1.881
H 5.370 -1.204 1.095
H 5.482 0.896 0.108
H 4.177 1.963 0.602
H 4.223 1.325 -1.042
H -1.840 1.602 2.213
H -4.176 2.439 2.278
H -5.617 2.190 0.273
H -4.715 1.133 -1.762
H -3.017 -0.055 -2.899
H -1.698 -0.761 -1.966
H -1.497 0.831 -2.699
Cl -5.911 -1.984 -0.307
C -4.563 -1.774 0.830
C -3.198 -2.110 0.229
O -3.081 -2.773 -0.795
O -2.247 -1.633 0.937
H -4.739 -2.424 1.685
H -4.557 -0.741 1.166
C 1.449 -4.986 -0.558
Sb -0.367 -3.850 -0.458
C -1.521 -5.212 0.704
C -1.034 -4.321 -2.424
H 1.326 -5.784 -1.291
H 1.673 -5.429 0.412
H 2.281 -4.347 -0.845
H -1.200 -6.237 0.525
H -2.567 -5.102 0.422
H -1.410 -4.973 1.760
H -1.258 -5.387 -2.464
H -0.248 -4.099 -3.145
H -1.927 -3.744 -2.637
```

***

Record 2
# C3H7N2O2S

A cluster of 2 separate species, C3H7N2O2S in total in a non-equilibrium geometry (ωB97M-V/def2-TZVPD, the OMol25 dataset).

Values from the calculation:
Multiplicity: 1
Charge: -1
Energy (hartree): -776.59193
HOMO energy (alpha / beta) (eV): -4.19 / -1.19
Frontier orbital gap (alpha / beta) (eV): 7.648 / 4.646

The geometry in XYZ format:
```
15
C3H7N2O2S (ωB97M-V/def2-TZVPD)
C 1.730 0.739 -0.139
C 1.218 1.386 -1.352
C 0.220 0.950 -0.340
N -1.960 0.099 0.016
N -0.662 -0.114 -0.459
O -2.272 -2.934 1.629
O -0.016 -3.930 1.516
S -0.824 -2.690 1.510
H 1.865 -0.285 -0.402
H 2.332 1.461 0.514
H 1.367 2.457 -1.453
H 1.395 0.850 -2.229
H -0.092 1.921 0.137
H -1.956 0.836 0.660
H -2.345 -0.747 0.391
```

***

Which relative energy (zero: lowest compared OMol25 entry of this formula, charge and spin) belongs to each record? In order, 0.0 110.3 kcal per mole.